Entry 1:
{"formula": "C33H68N8O17", "method": "wB97M-V/def2-TZVPD", "total_energy_ev": -82057.31124, "e_homo_ev": -9.0, "orbital_gap_ev": 9.01, "smiles": "O=C1OCCO1.O=C1OCCO1.O=C1OCCO1.CNC(C)=O.CNC(C)=O.CNC(C)=O.CNC(C)=O.CNC(C)=O.CNC(C)=O.CNC(C)=O.CNC(C)=O", "elements": ["O", "C", "O", "C", "C", "O", "H", "H", "H", "H", "O", "C", "O", "C", "C", "O", "H", "H", "H", "H", "O", "C", "O", "C", "C", "O", "H", "H", "H", "H", "C", "N", "C", "C", "O", "H", "H", "H", "H", "H", "H", "H", "C", "N", "C", "C", "O", "H", "H", "H", "H", "H", "H", "H", "C", "N", "C", "C", "O", "H", "H", "H", "H", "H", "H", "H", "C", "N", "C", "C", "O", "H", "H", "H", "H", "H", "H", "H", "C", "N", "C", "C", "O", "H", "H", "H", "H", "H", "H", "H", "C", "N", "C", "C", "O", "H", "H", "H", "H", "H", "H", "H", "C", "N", "C", "C", "O", "H", "H", "H", "H", "H", "H", "H", "C", "N", "C", "C", "O", "H", "H", "H", "H", "H", "H", "H"], "coordinates": [[-7.0289, 5.8932, 0.7227], [-6.4038, 5.1428, 0.0540], [-6.0920, 3.8784, 0.3764], [-5.2812, 3.2801, -0.6319], [-5.2751, 4.3322, -1.7549], [-5.8743, 5.4776, -1.1529], [-4.2890, 3.1459, -0.2007], [-5.6729, 2.3327, -0.9886], [-5.9246, 3.9924, -2.5675], [-4.2882, 4.5560, -2.1455], [-0.0332, 4.0609, -7.0383], [-0.5044, 3.8207, -5.9814], [-1.8295, 3.9264, -5.6907], [-2.0342, 3.7112, -4.2974], [-0.7139, 3.0951, -3.8164], [0.1868, 3.3935, -4.9094], [-2.2285, 4.6698, -3.8153], [-2.8874, 3.0609, -4.1132], [-0.7209, 2.0131, -3.7146], [-0.3572, 3.6113, -2.9306], [-2.2928, -4.2739, 2.1717], [-1.3572, -4.9815, 2.0384], [-0.0618, -4.5714, 2.0662], [0.8008, -5.7066, 2.1815], [-0.1130, -6.8776, 1.7565], [-1.4253, -6.3132, 1.8111], [1.6550, -5.5832, 1.5207], [1.1224, -5.8094, 3.2177], [-0.0482, -7.6821, 2.4878], [0.0807, -7.2737, 0.7627], [-1.2214, 1.4795, -0.6173], [-0.2295, 0.4252, -0.4952], [0.0420, -0.1833, 0.6640], [0.8070, -1.4794, 0.5585], [-0.4068, 0.1949, 1.7465], [-1.3016, 2.0854, 0.2782], [-2.1893, 1.0545, -0.8953], [-0.9103, 2.1522, -1.4121], [0.1132, 0.0161, -1.3534], [0.3421, -2.1700, 1.2650], [1.8456, -1.3006, 0.8564], [0.7579, -1.9799, -0.4089], [-2.3845, 2.2074, 3.9937], [-2.7638, 1.3716, 2.8779], [-4.0342, 1.2157, 2.4587], [-4.2181, 0.2781, 1.2882], [-4.9887, 1.7348, 3.0079], [-3.2365, 2.7147, 4.4307], [-1.6251, 2.9341, 3.6858], [-1.8984, 1.5924, 4.7588], [-1.9735, 0.8967, 2.4499], [-4.9395, -0.4833, 1.5725], [-3.2861, -0.2431, 1.0541], [-4.5526, 0.8353, 0.4148], [4.5944, -4.7500, 0.7390], [4.3638, -5.7561, -0.2805], [3.3171, -5.7336, -1.1482], [2.5439, -4.4359, -1.2335], [3.0195, -6.7080, -1.8149], [5.5555, -4.9214, 1.2239], [3.8006, -4.7504, 1.4884], [4.7065, -3.7477, 0.3237], [4.8312, -6.6425, -0.1872], [3.2395, -3.6294, -1.4682], [1.9977, -4.2092, -0.3135], [1.7656, -4.5475, -1.9818], [3.0312, 0.3558, -2.6253], [2.4459, 0.3022, -3.9559], [1.1736, -0.0571, -4.1956], [0.8005, -0.2666, -5.6340], [0.3714, -0.2537, -3.2834], [2.4101, -0.2408, -1.9582], [3.1002, 1.3693, -2.2414], [3.9873, -0.1653, -2.6526], [3.0393, 0.4644, -4.7507], [-0.2478, -0.0604, -5.8294], [0.9390, -1.3336, -5.8433], [1.4192, 0.2918, -6.3346], [-3.4292, 7.5262, 0.7465], [-3.0131, 6.5251, -0.2085], [-2.4496, 5.3186, 0.0448], [-1.9849, 5.0005, 1.4398], [-2.2232, 4.5244, -0.8731], [-4.3980, 7.2774, 1.1864], [-3.5338, 8.4890, 0.2518], [-2.7041, 7.6641, 1.5446], [-3.1666, 6.6924, -1.1903], [-1.9031, 5.8535, 2.1032], [-1.0114, 4.5311, 1.3039], [-2.6474, 4.2678, 1.9053], [2.4633, -2.5414, 4.6536], [2.3060, -1.2597, 3.9955], [2.5113, -0.1178, 4.6890], [2.2057, 1.1765, 3.9656], [2.8813, -0.1303, 5.8491], [2.1732, -3.3424, 3.9791], [1.8878, -2.5708, 5.5792], [3.5047, -2.7103, 4.9462], [1.9373, -1.2492, 3.0627], [1.8349, 1.8908, 4.7002], [1.5042, 1.0281, 3.1461], [3.1171, 1.6738, 3.6212], [0.0014, -3.5858, -3.6258], [-0.7404, -2.8808, -2.6166], [-1.5385, -3.5090, -1.7136], [-2.3028, -2.6230, -0.7680], [-1.5989, -4.7261, -1.6308], [-0.0573, -4.6613, -3.4996], [1.0438, -3.2588, -3.6800], [-0.4005, -3.3771, -4.6301], [-0.6978, -1.8751, -2.6876], [-3.2804, -3.0708, -0.5943], [-2.4569, -1.6137, -1.1599], [-1.8253, -2.5626, 0.2110], [4.5381, 1.4232, 1.0997], [5.2911, 0.4768, 1.8908], [5.1303, -0.8567, 1.7903], [6.0090, -1.6962, 2.6702], [4.2944, -1.3739, 1.0500], [5.0030, 1.5414, 0.1134], [4.5158, 2.3887, 1.5921], [3.5372, 1.0400, 0.9093], [5.9376, 0.8297, 2.5732], [6.3705, -1.1716, 3.5536], [6.8594, -2.0504, 2.0843], [5.4436, -2.5695, 2.9858]], "mulliken_charge": [-0.535, 0.594, -0.384, 0.360, 0.141, -0.402, -0.367, 0.436, 0.390, -0.286, -0.536, 0.582, -0.408, -0.004, 0.548, -0.465, 0.055, 0.267, -0.316, 0.248, -0.539, 0.543, -0.018, 0.235, -0.449, -0.365, -0.380, 0.336, 0.283, 0.315, -0.338, 0.926, 0.204, 0.274, -0.883, 0.088, 0.253, -0.124, -0.357, 0.496, -0.203, -0.251, -1.109, 0.328, 0.811, 0.146, -0.713, 0.369, 0.299, 0.324, 0.044, 0.411, -0.351, -0.233, -0.547, -0.136, 0.290, -0.003, -0.682, 0.391, 0.166, 0.091, 0.243, 0.386, -0.187, -0.036, -0.600, -0.136, 0.676, -1.448, -0.667, -0.147, 0.326, 0.388, 0.225, 0.280, 0.328, 0.488, -0.997, -0.021, 0.367, -1.006, -0.423, 0.300, 0.345, 0.322, 0.291, 0.484, 0.261, 0.101, -1.021, 0.226, 0.697, -0.438, -0.700, 0.187, 0.345, 0.327, -0.048, 0.398, -0.124, 0.065, -1.322, 0.212, 0.713, -0.403, -0.700, 0.483, 0.380, 0.298, -0.036, 0.516, 0.266, -0.322, -0.747, -0.101, 0.646, -1.231, -0.488, 0.346, 0.410, 0.012, 0.230, 0.455, 0.333, 0.135]}

Entry 2:
{"formula": "C11H24ClGdI2N2P2", "method": "wB97M-V/def2-TZVPD", "total_energy_ev": -82895.82928, "e_homo_ev": [-14.7, -14.7], "orbital_gap_ev": [8.25, 4.06], "total_charge": 2, "spin_multiplicity": 8, "de_lowest_kcal_mol": 39.7, "elements": ["I", "I", "Gd", "P", "C", "C", "H", "H", "H", "H", "H", "H", "C", "H", "H", "H", "P", "C", "C", "H", "H", "H", "C", "H", "H", "H", "H", "H", "H", "Cl", "N", "C", "C", "C", "N", "C", "C", "H", "H", "H", "H", "H", "H"], "coordinates": [[0.0001, 2.7679, -1.0629], [-0.0040, -2.8249, -0.8768], [-0.0016, -0.0330, -1.0802], [-2.4859, -0.0416, -1.3636], [-3.2832, 0.0270, 0.2298], [-3.0506, 1.3467, -2.3340], [-4.0954, 1.1508, -2.5668], [-4.1055, -1.3140, -2.4637], [-2.4589, 1.4304, -3.2562], [-2.4738, -1.6510, -3.1382], [-2.9929, 0.9393, 0.7682], [-2.9431, 2.2835, -1.7714], [-3.0599, -1.4950, -2.2220], [-4.3603, 0.0220, 0.0615], [-2.9525, -2.3872, -1.5907], [-2.9967, -0.8426, 0.8403], [2.4825, -0.0257, -1.3645], [3.2790, 0.0488, 0.2291], [3.0662, -1.4784, -2.2208], [2.4408, 1.4488, -3.2541], [4.0821, 1.1689, -2.5766], [2.9342, 2.2980, -1.7702], [3.0386, 1.3630, -2.3362], [2.4870, -1.6336, -3.1415], [4.1131, -1.2944, -2.4546], [4.3562, 0.0532, 0.0610], [2.9999, -0.8183, 0.8432], [2.9562, -2.3722, -1.5924], [2.9806, 0.9632, 0.7634], [-0.0036, -0.1294, -3.6013], [0.0005, 0.1213, 5.4490], [0.0028, 0.0963, 4.1387], [0.6063, -0.9680, 3.3749], [0.5799, -0.9419, 2.0253], [0.0049, 0.0332, 1.3040], [-0.5685, 1.0433, 1.9796], [-0.5961, 1.1262, 3.3271], [0.4276, -0.6160, 6.0169], [-0.4315, 0.8787, 5.9863], [1.0803, -1.7788, 3.9310], [1.0724, -1.8116, 1.4748], [-1.0564, 1.8860, 1.3867], [-1.0709, 1.9610, 3.8477]], "mulliken_spin": [0.051, 0.893, 4.815, 0.416, 0.023, 0.020, 0.016, 0.018, -0.002, -0.004, 0.000, -0.002, 0.032, 0.017, 0.001, 0.000, 0.409, 0.026, 0.030, -0.002, 0.017, -0.001, 0.019, -0.004, 0.018, 0.016, 0.001, 0.002, -0.001, 0.105, 0.000, -0.001, -0.004, 0.011, 0.036, -0.003, 0.009, 0.000, 0.000, 0.001, 0.023, 0.000, 0.000]}

Entry 3:
{"formula": "C38H64ClO17P", "method": "wB97M-V/def2-TZVPD", "total_energy_ev": -97064.55132, "e_homo_ev": -9.4, "orbital_gap_ev": 9.63, "smiles": "CCCC[PH2](Cl)CCO.O=C1CCCO1.O=C1CCCO1.O=C1CCCO1.O=C1CCCO1.O=C1CCCO1.O=C1CCCO1.O=C1CCCO1.O=C1CCCO1", "de_lowest_kcal_mol": 9.8, "elements": ["C", "C", "C", "C", "P", "Cl", "C", "C", "O", "H", "H", "H", "H", "H", "H", "H", "H", "H", "H", "H", "H", "H", "H", "H", "H", "O", "C", "C", "C", "C", "O", "H", "H", "H", "H", "H", "H", "O", "C", "C", "C", "C", "O", "H", "H", "H", "H", "H", "H", "O", "C", "C", "C", "C", "O", "H", "H", "H", "H", "H", "H", "O", "C", "C", "C", "C", "O", "H", "H", "H", "H", "H", "H", "O", "C", "C", "C", "C", "O", "H", "H", "H", "H", "H", "H", "O", "C", "C", "C", "C", "O", "H", "H", "H", "H", "H", "H", "O", "C", "C", "C", "C", "O", "H", "H", "H", "H", "H", "H", "O", "C", "C", "C", "C", "O", "H", "H", "H", "H", "H", "H"], "coordinates": [[3.9303, 1.4452, 2.1455], [3.6282, 2.2591, 3.3869], [2.2737, 3.0148, 3.4103], [1.3416, 2.7409, 2.2298], [-0.2658, 3.4570, 2.6080], [0.1887, 5.3088, 1.3312], [-0.9026, 1.9671, 3.5959], [-1.7319, 0.9842, 2.7963], [-0.9470, -0.1750, 2.5149], [3.1031, 0.8457, 1.8041], [4.2895, 2.0951, 1.3529], [4.7347, 0.7625, 2.3747], [3.7156, 1.6320, 4.2692], [4.4208, 2.9972, 3.4707], [1.7424, 2.7492, 4.3232], [2.4560, 4.0848, 3.4739], [1.7225, 3.1352, 1.2975], [1.1547, 1.6745, 2.1434], [-1.3613, 3.3646, 1.7569], [-0.4079, 4.2867, 3.7030], [-0.0852, 1.4068, 4.0442], [-1.4968, 2.3471, 4.4246], [-2.6189, 0.7064, 3.3673], [-2.0981, 1.4008, 1.8535], [-1.3744, -0.6700, 1.8085], [-4.2726, 0.3678, -0.3327], [-3.6967, 1.1374, -1.0504], [-4.2629, 2.1190, -2.0643], [-3.0364, 2.4887, -2.9072], [-1.9069, 2.3012, -1.9075], [-2.3505, 1.2459, -1.0300], [-4.6639, 2.9692, -1.5085], [-5.0688, 1.6559, -2.6260], [-3.0562, 3.4923, -3.3249], [-2.9179, 1.7871, -3.7280], [-1.7244, 3.1918, -1.3013], [-0.9700, 1.9987, -2.3686], [-3.1106, 1.6919, -5.9388], [-2.3952, 2.4543, -6.5271], [-2.7624, 3.5520, -7.5106], [-1.4180, 3.8949, -8.1582], [-0.4369, 3.5456, -7.0382], [-1.0635, 2.4534, -6.3302], [-3.1677, 4.3884, -6.9384], [-3.5234, 3.1985, -8.2000], [-1.3275, 4.9265, -8.4884], [-1.2480, 3.2460, -9.0178], [-0.2847, 4.3639, -6.3334], [0.5314, 3.2025, -7.3901], [2.2227, -4.8216, 2.2188], [1.1030, -4.4751, 1.9838], [0.1553, -3.6523, 2.8390], [-1.2021, -3.8857, 2.1728], [-0.7952, -4.1549, 0.7256], [0.4981, -4.7785, 0.8049], [0.4690, -2.6074, 2.7720], [0.1910, -3.9727, 3.8759], [-1.8992, -3.0549, 2.2719], [-1.6699, -4.7690, 2.6015], [-0.6963, -3.2392, 0.1414], [-1.4625, -4.8289, 0.1942], [-1.8207, -4.6738, 5.5501], [-2.9393, -4.3082, 5.3458], [-3.8364, -3.4385, 6.2099], [-5.2245, -3.6658, 5.6057], [-4.8779, -3.9825, 4.1513], [-3.5964, -4.6349, 4.2050], [-3.5011, -2.4055, 6.1019], [-3.7441, -3.7284, 7.2520], [-5.9019, -2.8212, 5.7028], [-5.6934, -4.5330, 6.0704], [-4.7767, -3.0794, 3.5454], [-5.5780, -4.6574, 3.6670], [4.4030, -0.8589, -1.2699], [3.2198, -1.0109, -1.1715], [2.3762, -2.2166, -1.5531], [0.9575, -1.6491, -1.5653], [1.0664, -0.5273, -0.5408], [2.4197, -0.0496, -0.6455], [2.5102, -2.9777, -0.7804], [2.7064, -2.6235, -2.5039], [0.1852, -2.3716, -1.3235], [0.7249, -1.2372, -2.5473], [0.8999, -0.8858, 0.4794], [0.3882, 0.3003, -0.7365], [-1.2781, -4.1126, -2.6058], [-2.4380, -4.0365, -2.3276], [-3.5537, -5.0407, -2.5622], [-4.8178, -4.2010, -2.3563], [-4.3281, -3.1391, -1.3713], [-2.9366, -2.9524, -1.6855], [-3.4531, -5.8322, -1.8173], [-3.4587, -5.4790, -3.5510], [-5.6735, -4.7588, -1.9840], [-5.1034, -3.7277, -3.2955], [-4.4006, -3.4734, -0.3340], [-4.8241, -2.1776, -1.4650], [6.3998, 0.0412, 4.2090], [6.7898, -0.7343, 3.3823], [6.9680, -2.2370, 3.5292], [7.8313, -2.5943, 2.3158], [7.4224, -1.5090, 1.3177], [7.1025, -0.3591, 2.1271], [5.9805, -2.6996, 3.4790], [7.4211, -2.4688, 4.4881], [7.6738, -3.5990, 1.9315], [8.8868, -2.4875, 2.5688], [6.5345, -1.7738, 0.7439], [8.2102, -1.2210, 0.6279], [0.5580, 5.1096, -5.0629], [1.1601, 5.0787, -4.0253], [2.4292, 5.8225, -3.6372], [2.9114, 5.0624, -2.3972], [1.5939, 4.5409, -1.8302], [0.7496, 4.3268, -2.9873], [2.1550, 6.8545, -3.4120], [3.1296, 5.8200, -4.4672], [3.4651, 5.6649, -1.6821], [3.5436, 4.2277, -2.7009], [1.1050, 5.2566, -1.1709], [1.6855, 3.5916, -1.3084]], "mulliken_charge": [-0.081, -0.492, -0.770, 0.346, 0.429, -0.475, -1.212, -0.019, -0.301, -0.074, 0.355, -0.359, 0.281, 0.247, 0.315, 0.307, 0.393, -0.280, -0.044, 0.092, 0.360, 0.670, 0.364, -0.162, 0.090, -0.640, 0.452, -0.690, -0.127, -0.364, -0.157, 0.268, 0.305, 0.557, -0.016, 0.065, 0.280, -0.642, 0.616, -0.484, -0.620, -0.157, -0.370, 0.225, 0.352, 0.337, 0.283, 0.242, 0.369, -0.630, 0.480, -0.155, -0.212, 0.867, -0.415, -0.069, 0.368, 0.264, 0.198, -0.738, 0.048, -0.586, 0.600, -0.484, -0.476, -0.368, -0.299, 0.214, 0.338, 0.331, 0.261, 0.191, 0.306, -0.647, 0.388, -0.527, 0.546, 0.591, -0.231, 0.151, 0.412, -0.617, 0.421, -0.192, -0.275, -0.567, 0.457, -0.595, -0.540, -0.187, -0.071, 0.237, 0.365, 0.359, 0.287, 0.095, 0.216, -0.595, 0.625, -0.464, -0.522, -0.201, -0.366, 0.207, 0.334, 0.339, 0.253, 0.099, 0.298, -0.659, 0.336, -0.453, -0.626, 0.290, -0.260, 0.272, 0.351, 0.372, 0.272, -0.075, 0.000]}

Entry 4:
{"formula": "C4H9NO2", "method": "wB97M-V/def2-TZVPD", "total_energy_ev": -9879.25513, "e_homo_ev": -10.0, "orbital_gap_ev": 10.60, "smiles": "C[C@@H](O)CNC=O", "de_lowest_kcal_mol": 18.6, "elements": ["C", "C", "O", "C", "N", "C", "O", "H", "H", "H", "H", "H", "H", "H", "H", "H"], "coordinates": [[2.1754, -0.3195, -0.0488], [0.7469, 0.1406, -0.3205], [0.3809, -0.4043, -1.5617], [-0.1680, -0.3440, 0.8104], [-1.5656, 0.0737, 0.7424], [-2.2678, 0.6498, -0.2532], [-1.8591, 1.0353, -1.3354], [2.5898, 0.1148, 0.8676], [2.8023, -0.0313, -0.8971], [2.2107, -1.4126, 0.0326], [0.7162, 1.2423, -0.3515], [-0.4090, 0.0916, -1.8381], [-0.1261, -1.4401, 0.8326], [0.2267, 0.0163, 1.7671], [-2.1220, -0.1828, 1.5406], [-3.3315, 0.7702, 0.0130]], "nbo_charge": [-0.617, 0.085, -0.741, -0.241, -0.596, 0.537, -0.646, 0.204, 0.228, 0.209, 0.169, 0.500, 0.200, 0.199, 0.394, 0.117]}